A 2-piece molecular cluster, C9H11BrN overall at a distorted geometry. Source: the OMol25 dataset; level of theory: ωB97M-V/def2-TZVPD.

Positions of all 22 atoms, in Å:
C 0.73744 1.95431 0.01227
H -1.99305 -0.32086 -1.02646
C 2.28498 1.69255 -1.86520
C -0.20495 -0.27910 0.83717
H 0.35621 2.83683 0.64624
H 2.80504 2.18690 -2.59573
C 1.29005 -0.23234 -0.86531
H -2.62862 -1.89216 -0.46700
H -3.35901 -0.31047 0.16488
H 1.93286 3.65333 -0.98222
N -1.31111 -0.88122 0.88943
Br 1.62223 -1.22759 2.62162
C -1.72898 -1.80152 1.98824
H -1.48595 -1.33879 2.92140
C 0.53230 0.54612 0.03557
H 2.69187 -0.36192 -2.29969
C 2.03892 0.35444 -1.81854
H 1.15373 -1.27100 -0.84187
C -2.41305 -0.90095 -0.16380
H -1.26783 -2.83744 2.00537
C 1.68681 2.48165 -0.95533
H -2.73992 -2.05078 1.75897

Properties
HOMO level (spin up / spin down) = -13.14 / -13.21 eV
E = -2977.909226 Eh
Net charge = +1
Orbital gap (spin up / spin down) = 6.622 / 6.683 eV
ΔE to the lowest compared entry with this formula, charge and spin = 322.4 kJ/mol
Molar mass = 213.10 g mol⁻¹